[1]
Computed, not measured: 3 unconnected molecules or ions with the total composition C2H9NO in a non-equilibrium geometry, with the ωB97M-V functional and the def2-TZVPD basis.

```
13
C2H9NO (the ωB97M-V functional and the def2-TZVPD basis)
N -1.21090 -1.18503 1.57843
H -2.01233 -0.60990 1.49690
H 3.00369 4.17075 2.37440
H -0.77911 -1.76508 0.88402
H -1.31663 -1.68275 2.45097
C -0.10878 -0.45489 -2.36280
O -0.83291 -1.22805 -1.43506
C 0.07639 -0.18747 -0.96162
H -0.57297 0.29944 -2.98690
H 0.75310 -0.80818 -2.94046
H -0.49534 0.51666 -0.37115
H 0.88204 -0.71218 -0.45759
H 2.61376 3.64667 2.73087
```

ΔE to the lowest compared entry with this formula, charge and spin = 278.0 kJ/mol
HOMO = -9.5 eV
Charge = 0

---

[2]
Computed, not measured: a gas-phase ion, C7H15BrN5O (charge +1) in a non-equilibrium geometry, with the ωB97M-V functional and the def2-TZVPD basis.

```
29
C7H15BrN5O (the ωB97M-V functional and the def2-TZVPD basis)
C 2.50196 0.10832 -0.26338
C 1.94342 -1.04042 0.80700
C 1.06379 -2.22734 0.09635
Br 2.23218 -2.93599 -1.41877
N -0.21714 -1.77130 -0.56539
N -0.39344 -2.29461 -1.85571
N -1.60565 -1.89527 -2.45831
C -2.17725 -1.02181 -1.32940
N -1.24733 -0.94833 -0.13818
C -1.35005 -0.25723 1.20342
C -1.06534 1.35746 1.17957
O 0.23590 1.75693 1.77874
C -1.23196 2.07180 -0.28753
N -0.16623 1.71686 -1.30033
H 1.92864 0.10515 -1.28692
H 2.47376 1.13087 0.31082
H 3.64784 -0.08025 -0.53888
H 2.93175 -1.56622 1.22201
H 1.42847 -0.56501 1.75927
H 0.91170 -3.17280 0.80731
H -3.18799 -0.43308 -1.28739
H -0.71753 -0.81428 2.04872
H -2.48414 -0.38606 1.55341
H -1.89419 1.85209 1.88199
H 0.08328 2.20549 2.68346
H -1.28490 3.25697 -0.22745
H -2.27146 1.73878 -0.76873
H -0.55892 1.56723 -2.26316
H 0.47081 2.54208 -1.34253
```

HOMO = -13.0 eV
Charge = +1

---

[3]
Computed, not measured: a molecular structure, C41H37N7O2STi in a non-equilibrium geometry, with the ωB97M-V functional and the def2-TZVPD basis.

```
89
C41H37N7O2STi (the ωB97M-V functional and the def2-TZVPD basis)
Ti 0.07242 1.16648 0.75094
C 1.75333 4.17350 2.36130
C 0.51678 4.12503 3.21169
C 0.03042 5.27048 3.82118
C -1.10937 5.21898 4.60911
C -1.73857 4.00659 4.81864
C -1.27300 2.83498 4.22654
C -1.97724 1.54056 4.52769
C -0.17091 2.91295 3.37558
N 0.34464 1.76102 2.69538
C 1.06322 0.94486 3.51408
O 1.21354 1.04599 4.71592
C 1.81805 -0.07014 2.70523
C 2.62630 -1.08033 3.17741
C 3.35467 -1.82039 2.24973
C 3.31406 -1.48524 0.90346
C 2.49963 -0.43330 0.52472
N 1.76013 0.21982 1.40685
C 2.44718 0.25596 -0.80505
O 3.37349 0.16268 -1.59310
N 1.32691 1.01507 -0.91879
C 1.34097 1.81909 -2.11683
C 2.17391 2.95066 -2.14917
C 3.08450 3.28764 -0.99934
C 2.21742 3.74086 -3.28941
C 1.47748 3.41095 -4.41042
C 0.69854 2.27040 -4.39301
C 0.62826 1.45512 -3.26753
C -0.20572 0.20237 -3.35991
H 2.12959 5.19238 2.28366
H 1.53033 3.80439 1.35915
H 2.53934 3.54564 2.78710
H 0.55595 6.20707 3.67998
H -1.48973 6.12408 5.06437
H -2.60810 3.95026 5.46306
H -2.08370 1.43209 5.60722
H -1.44136 0.67576 4.14769
H -2.97965 1.53786 4.09494
H 2.67626 -1.27115 4.23948
H 3.97905 -2.63781 2.58473
H 3.88909 -2.00570 0.15105
H 2.75359 2.82486 -0.07369
H 3.15608 4.36649 -0.86279
H 4.08254 2.90149 -1.21684
H 2.85983 4.61340 -3.29553
H 1.52269 4.02557 -5.29977
H 0.13665 1.98569 -5.27487
H -1.22443 0.43746 -3.67754
H -0.24110 -0.32296 -2.41047
H 0.21559 -0.46609 -4.11163
C -0.87629 3.06344 -0.20385
C -1.36133 1.88445 -0.84395
C -2.33988 1.31507 -0.00528
C -2.49982 2.15477 1.10825
C -1.62592 3.23939 0.97852
H -0.24939 3.81137 -0.66803
H -1.22411 1.65641 -1.88210
H -2.94636 0.45187 -0.23151
H -3.22426 2.01861 1.89463
H -1.59953 4.10499 1.61970
S -0.96659 -0.77863 1.78578
C -1.51650 -2.16505 0.82285
N -2.50376 -2.80601 1.37717
N -3.04762 -3.88931 0.82318
C -3.18451 -4.21579 -0.54289
C -3.13020 -5.54286 -0.95144
C -3.34322 -5.86541 -2.28406
C -3.63182 -4.87590 -3.20809
C -3.70261 -3.55000 -2.79546
C -3.47462 -3.21898 -1.47441
N -0.90576 -2.77852 -0.23135
N 0.21118 -2.44775 -0.66922
C 0.75490 -3.48877 -1.45800
C 1.71367 -3.21490 -2.43364
C 2.26291 -4.23863 -3.18596
C 1.87032 -5.55294 -2.98325
C 0.93075 -5.83930 -2.00097
C 0.38547 -4.82439 -1.23977
H -3.52266 -4.46694 1.49440
H -2.91109 -6.32141 -0.23077
H -3.28215 -6.89868 -2.60038
H -3.80594 -5.12636 -4.24592
H -3.95289 -2.77322 -3.50629
H -3.54129 -2.19156 -1.14052
H 2.01659 -2.20033 -2.62562
H 3.00521 -3.99755 -3.93569
H 2.29788 -6.35166 -3.57512
H 0.62950 -6.86442 -1.82673
H -0.32791 -5.03853 -0.45635
```

ΔE to the lowest compared entry with this formula, charge and spin = 96.4 kJ/mol
HOMO = -7.4 eV
Charge = 0

---

[4]
Computed, not measured: a molecular structure, C33H21FN5O5S4Sc, with the ωB97M-V functional and the def2-TZVPD basis.

```
70
C33H21FN5O5S4Sc (the ωB97M-V functional and the def2-TZVPD basis)
Sc -0.08868 0.86813 -0.96832
C 4.41459 0.61429 -1.08017
C 3.04948 0.40834 -1.36198
N 2.13668 1.30697 -1.08594
C 2.49477 2.48387 -0.50367
C 3.83501 2.78807 -0.22208
C 4.79806 1.79377 -0.51733
C 4.17633 4.06432 0.29301
C 3.18384 4.98014 0.48028
C 1.82711 4.67511 0.24792
C 1.43162 3.41711 -0.18526
N 0.16908 2.94353 -0.40673
C -1.00784 3.62224 -0.21744
C -1.28982 4.66942 0.64607
C -2.57851 5.23504 0.73568
C -3.61870 4.78849 -0.02253
C -3.40089 3.69590 -0.89881
C -4.41749 3.14579 -1.71315
C -4.14624 2.07783 -2.51745
C -2.85880 1.51010 -2.48283
N -1.89800 2.00657 -1.74589
C -2.12944 3.10487 -0.98171
H 5.12441 -0.16931 -1.30581
H 2.70117 -0.50254 -1.83456
H 5.84065 1.98933 -0.29143
H 5.21387 4.29582 0.50079
H 3.43142 5.97516 0.83376
H 1.09645 5.45083 0.40487
H -0.52269 5.04327 1.30494
H -2.73219 6.04818 1.43636
H -4.60440 5.23271 0.04280
H -5.41159 3.57751 -1.67835
H -4.90579 1.63555 -3.14767
H -2.60681 0.62730 -3.06013
S -0.22445 -1.30471 -2.33384
S 0.77486 -0.91492 -4.13473
S -0.08982 0.78556 -4.85228
S 0.54309 2.29830 -3.59892
C 2.33914 -1.66961 1.46953
C 3.16563 -2.60407 1.71754
C 4.07228 -3.58146 2.00933
C 5.43949 -3.26854 2.29547
C 6.35096 -4.25902 2.58669
C 5.99800 -5.60881 2.61819
C 4.66797 -5.92890 2.33925
C 3.72677 -4.96851 2.04390
H 5.75134 -2.23177 2.27934
H 7.37574 -3.96666 2.79561
H 6.72588 -6.37545 2.84814
H 4.35346 -6.96794 2.35062
H 2.70594 -5.25705 1.82946
F -3.71035 -5.87585 1.06148
C -4.32511 -4.72187 0.74951
C -3.64579 -3.68028 0.25514
N -4.25539 -2.50298 -0.10122
C -3.41654 -1.39279 -0.55205
C -2.39660 -0.94007 0.49917
O -2.27265 -1.55422 1.54596
O -1.73782 0.07357 0.08512
C -5.59531 -2.30224 0.10872
O -6.19465 -1.27739 -0.15325
N -6.26050 -3.40263 0.63348
C -5.75257 -4.64632 0.98214
O -6.47036 -5.52667 1.41828
H -2.57647 -3.72003 0.10389
H -4.06777 -0.57004 -0.83059
H -2.85176 -1.70092 -1.43689
H -7.24981 -3.26896 0.77796
O 0.80420 0.18063 0.92005
C 1.59235 -0.75110 0.97259
```

HOMO = -0.9 eV
Charge = -2